Run w
ORCA calculation (ωB97M-V with the def2-TZVPD basis set) on a cluster of 2 separate species, C6H16N in total.

Computed properties:
Total charge = +1
Frontier orbital gap = 0.3435 Ha
Highest occupied orbital energy = -14.511 eV

Last column: natural (NBO) charge in e.
Cartesian coordinates (Å):
C -0.32004 -1.93529 2.48002  -0.44
C 1.27416 -0.18882 1.98105  0.13
N 0.99901 -1.42778 2.09083  -0.38
H -0.15559 -2.64039 3.29383  0.25
H -0.74751 -2.48851 1.64440  0.25
H -0.99079 -1.13209 2.75701  0.24
H 0.48500 0.50139 2.24599  0.24
H 2.28031 0.13823 1.75220  0.25
H 1.69153 -2.12828 1.84304  0.44
C 0.33492 2.08866 -1.34878  -0.60
C -0.69167 0.98270 -1.61178  -0.22
C -0.15197 -0.02652 -2.62606  -0.60
C -1.00600 0.29175 -0.26823  -0.60
H -0.12516 2.99040 -0.94498  0.22
H 1.05494 1.74173 -0.59754  0.17
H 0.90391 2.36403 -2.23536  0.23
H -1.62549 1.39532 -1.99586  0.21
H -0.76343 -0.92888 -2.66803  0.21
H 0.83918 -0.37441 -2.31612  0.19
H -0.09220 0.42465 -3.61201  0.23
H -1.49670 0.98342 0.41761  0.21
H -1.64995 -0.57795 -0.40862  0.22
H -0.04646 -0.05336 0.12740  0.15

Run x
ORCA calculation (ωB97M-V with the def2-TZVPD basis set) on a cluster of 2 separate species, C6H16N in total.

Computed properties:
Total charge = +1
Frontier orbital gap = 0.2683 Ha
Highest occupied orbital energy = -14.191 eV

Last column: natural (NBO) charge in e.
Cartesian coordinates (Å):
C -1.37500 -1.88315 0.32656  -0.76
C -0.42597 -0.86562 0.75100  0.44
C -0.41106 0.43946 0.16020  -0.38
C -1.36115 1.35640 0.97526  -0.56
C 1.03171 1.06095 0.03214  -0.36
C 1.02561 2.36949 -0.71726  -0.62
N 1.30165 -2.13527 -1.29543  -1.05
H -1.12924 -2.86717 0.72971  0.28
H -1.49120 -1.95849 -0.75354  0.27
H -2.34925 -1.61896 0.77083  0.34
H -0.18724 -0.90601 1.81795  0.22
H -0.78654 0.37431 -0.86337  0.24
H -0.98784 1.52054 1.98586  0.23
H -2.35451 0.91552 1.03222  0.22
H -1.43344 2.31470 0.46170  0.27
H 1.62458 0.30888 -0.48921  0.24
H 1.43647 1.17759 1.04412  0.21
H 0.56215 2.29206 -1.70095  0.22
H 2.04494 2.71303 -0.86842  0.25
H 0.51724 3.17364 -0.19094  0.21
H 0.84279 -2.02823 -0.40055  0.31
H 2.25986 -2.42929 -1.14778  0.39
H 0.80067 -2.84862 -1.81028  0.38

Run y
ORCA calculation (ωB97M-V with the def2-TZVPD basis set) on a cluster of 2 separate species, C6H16N in total.

Computed properties:
Total charge = +1
Frontier orbital gap = 0.2038 Ha
Highest occupied orbital energy = -14.767 eV

Last column: natural (NBO) charge in e.
Cartesian coordinates (Å):
C 2.21585 0.77655 -0.28603  -0.62
C 1.37910 1.40083 0.81013  -0.44
C 0.29311 0.54270 1.39601  -0.34
C -1.08953 0.65700 0.78236  -0.41
C -1.22200 0.73005 -0.67118  -0.42
C -1.16689 -0.58212 -1.40993  -0.39
N -0.01334 -1.23635 -0.84218  -0.04
H 1.72573 -0.05715 -0.89087  0.21
H 2.56542 1.57792 -1.07368  0.23
H 3.13931 0.40666 0.08918  0.24
H 0.86741 2.31912 0.44320  0.22
H 2.01676 1.76630 1.58176  0.24
H 0.47368 -0.51936 1.06446  0.24
H 0.19879 0.59992 2.49553  0.26
H -1.68488 -0.20813 0.96728  0.20
H -1.67931 1.47374 1.22909  0.26
H -2.05510 1.36312 -0.87317  0.27
H -0.36999 1.19580 -1.23131  0.23
H -1.19722 -0.40939 -2.54398  0.40
H -2.18833 -1.06279 -1.16210  0.29
H -0.83677 -4.09761 0.26664  -0.06
H -1.40518 -4.35758 0.68329  0.06
H 0.03337 -2.27923 -0.82452  0.39

Last place for stability: run y

Run w
ORCA calculation (ωB97M-V with the def2-TZVPD basis set) on the ion C3H5N2OS with charge +1.

Computed properties:
Total charge = +1
Frontier orbital gap (spin up / spin down) = 0.2829 / 0.2829 Ha
Highest occupied orbital energy (spin up / spin down) = -13.690 / -13.691 eV

Last column: natural (NBO) charge in e.
Cartesian coordinates (Å):
C 1.64765 0.34747 -0.27525  0.17
C -0.44570 -0.82155 -0.53004  -0.22
C -1.08638 0.33677 0.27439  -0.35
N 0.96238 -0.75004 -0.41399  -0.59
N -0.13364 0.98179 1.17348  0.17
O -0.53655 1.62941 2.06861  -0.16
S 2.84972 1.28743 -0.40954  0.51
H -0.64196 -1.82265 -0.07260  0.24
H -0.72062 -0.67631 -1.55057  0.24
H -1.32976 1.18107 -0.49828  0.26
H -1.98380 0.01760 0.74742  0.26
H 1.41866 -1.71100 -0.51363  0.48

Run x
ORCA calculation (ωB97M-V with the def2-TZVPD basis set) on the ion C3H5N2OS with charge +1.

Computed properties:
Total charge = +1
Frontier orbital gap = 0.3641 Ha
Highest occupied orbital energy = -14.944 eV

Last column: natural (NBO) charge in e.
Cartesian coordinates (Å):
C -1.29840 -1.23059 -0.36538  0.53
C -1.15193 1.06407 -0.03388  0.33
C 0.98714 0.19390 0.35926  0.05
N -1.76870 -0.03101 0.08021  -0.41
N 0.23534 1.07822 -0.27993  -0.60
O -0.20148 -1.63330 0.07956  -0.52
S 2.50713 -0.31062 -0.14285  0.29
H -1.92067 -1.81444 -1.07079  0.21
H -1.72838 1.91863 0.09106  0.23
H 0.86483 0.01034 1.46018  0.27
H 0.65997 1.48478 -1.23703  0.46
H 2.81516 -0.72998 1.05960  0.17

Last place for stability: run w

Run w
ORCA calculation (ωB97M-V with the def2-TZVPD basis set) on a cluster of 2 separate species, C2H3FO in total.

Computed properties:
Total charge = 0
Frontier orbital gap (spin up / spin down) = 0.3133 / 0.3352 Ha
Highest occupied orbital energy (spin up / spin down) = -8.305 / -8.831 eV

Last column: natural (NBO) charge in e.
Cartesian coordinates (Å):
C 0.36340 0.21444 2.10023  0.37
C 0.00038 1.27430 -0.46851  0.02
O -0.12231 -0.58086 2.81663  -0.46
F 0.44244 0.16105 -1.13042  -0.36
H 1.12281 0.97514 2.31715  0.13
H 0.76035 2.06476 -0.43216  0.14
H -1.12339 1.48313 -0.77288  0.16

Run x
ORCA calculation (ωB97M-V with the def2-TZVPD basis set) on a cluster of 2 separate species, C2H3FO in total.

Computed properties:
Total charge = 0
Frontier orbital gap = 0.2959 Ha
Highest occupied orbital energy = -9.253 eV

Last column: natural (NBO) charge in e.
Cartesian coordinates (Å):
C -0.15773 -0.42590 -0.77251  0.99
C -0.21848 0.61735 0.16503  -0.85
O -0.47404 -1.29046 -1.49915  -0.31
F 1.79266 -1.39023 0.47125  -0.82
H -1.19603 1.16662 0.04271  0.29
H -0.46506 0.24388 1.16332  0.35
H 0.71868 1.07874 0.42935  0.35

Last place for stability: run w

Run w
ORCA calculation (ωB97M-V with the def2-TZVPD basis set) on the ion C2HO3S with charge -1.

Computed properties:
Total charge = -1
Frontier orbital gap = 0.2955 Ha
SMILES = O=COC([O-])=S
Highest occupied orbital energy = -4.416 eV

Last column: natural (NBO) charge in e.
Cartesian coordinates (Å):
C 0.71792 -0.92098 -0.59084  0.65
C -0.92777 0.81459 0.62814  0.53
O -0.46389 -0.57940 -0.16544  -0.63
O -2.07247 0.78508 0.97073  -0.60
O 0.98090 -1.91364 -1.24755  -0.67
S 0.25998 1.92028 0.65147  -0.37
H 1.50533 -0.10592 -0.24651  0.08

Run x
ORCA calculation (ωB97M-V with the def2-TZVPD basis set) on the ion C2HO3S with charge -1.

Computed properties:
Total charge = -1
Frontier orbital gap = 0.3096 Ha
SMILES = C#CS(=O)(=O)[O-]
Highest occupied orbital energy = -4.458 eV

Last column: natural (NBO) charge in e.
Cartesian coordinates (Å):
C 0.59118 -1.00340 -1.43430  -0.29
C 0.18807 -0.37820 -0.52844  -0.26
O -1.86882 1.38541 0.10094  -0.94
O 0.77225 1.43237 1.18482  -0.95
O -0.48156 -0.49935 1.96930  -0.95
S -0.26840 0.50779 0.95837  2.18
H 1.06729 -1.44463 -2.25069  0.21

Run y
ORCA calculation (ωB97M-V with the def2-TZVPD basis set) on the ion C2HO3S with charge -1.

Computed properties:
Total charge = -1
Frontier orbital gap = 0.2745 Ha
SMILES = O=COC([O-])=S
Highest occupied orbital energy = -3.634 eV

Last column: natural (NBO) charge in e.
Cartesian coordinates (Å):
C 0.96084 -0.70844 -0.42442  0.66
C -1.00217 0.64200 0.27143  0.53
O 1.42972 -0.03186 -1.32222  -0.64
O -1.58854 1.13114 -0.65773  -0.61
O -0.12652 -0.58364 0.21153  -0.55
S -1.25173 0.98865 1.88218  -0.46
H 1.57840 -1.43786 0.03922  0.08

Last place for stability: run x

Run w
ORCA calculation (ωB97M-V with the def2-TZVPD basis set) on a cluster of 2 separate species, C10H10N2 in total.

Computed properties:
Total charge = 0
Frontier orbital gap = 0.2789 Ha
Highest occupied orbital energy = -7.328 eV

Last column: natural (NBO) charge in e.
Cartesian coordinates (Å):
C -1.36447 -0.15585 1.23641  0.17
C -2.33724 -1.10799 0.63385  -0.28
C -2.21568 -1.16183 -0.84511  -0.22
C -1.00712 -0.66845 -1.47427  -0.23
C 0.07987 0.01885 -0.76084  -0.06
C 1.35258 0.29650 -1.29774  0.17
C 2.20187 1.07125 -0.40758  -0.28
C 1.78165 1.46843 1.01209  -0.15
C 0.59598 1.06003 1.55766  -0.30
C -0.33543 0.45762 0.61699  -0.07
H -0.41385 -0.17690 2.94933  0.35
H -1.93210 -0.74847 2.95489  0.36
H -2.98946 -1.82597 1.22933  0.23
H -2.59200 -2.15304 -1.60149  0.23
H -0.87924 -0.76377 -2.66095  0.19
H 2.90646 -0.22147 -2.95262  0.40
H 0.79927 -0.22587 -3.38054  0.44
H 3.06064 1.30030 -0.95053  0.20
H 2.55017 2.09038 1.60111  0.21
H 0.62682 1.36430 2.56561  0.24
N -1.47694 0.10590 2.57212  -0.77
N 1.58823 -0.02393 -2.59771  -0.84

Run x
ORCA calculation (ωB97M-V with the def2-TZVPD basis set) on the molecule C10H10N2.

Computed properties:
Total charge = 0
Frontier orbital gap = 0.3296 Ha
SMILES = Nc1ccccc1-n1cccc1
Highest occupied orbital energy = -8.005 eV

Last column: natural (NBO) charge in e.
Cartesian coordinates (Å):
C -1.17473 0.95837 -0.22336  0.17
C -2.52896 0.75969 -0.06184  -0.27
C -3.03341 -0.56098 0.18736  -0.18
C -2.19456 -1.65658 0.17297  -0.26
C -0.82227 -1.48626 -0.05002  -0.19
C -0.32675 -0.16012 -0.02602  0.10
C 1.86387 0.53682 0.91296  -0.08
C 3.17340 0.07671 0.70823  -0.29
C 3.09732 -0.58146 -0.56184  -0.30
C 1.81017 -0.67123 -0.91081  -0.05
H -1.23258 3.03182 -0.49492  0.40
H 0.37436 2.30261 -0.43032  0.41
H -3.20650 1.60537 0.08943  0.21
H -4.03007 -0.73287 0.66167  0.22
H -2.57208 -2.64159 0.39122  0.22
H -0.07457 -2.20663 -0.11436  0.22
H 1.34033 1.03152 1.75013  0.22
H 4.02834 0.29212 1.33191  0.23
H 3.88712 -0.95768 -1.14051  0.22
H 1.21823 -1.16899 -1.68737  0.22
N -0.65788 2.21293 -0.45671  -0.82
N 1.06124 0.01643 -0.04779  -0.37

Last place for stability: run w

Run w
ORCA calculation (ωB97M-V with the def2-TZVPD basis set) on a cluster of 2 separate species, C10H10N2 in total.

Computed properties:
Total charge = 0
Frontier orbital gap = 0.3676 Ha
SMILES = c1ccncc1.c1ccncc1
Highest occupied orbital energy = -9.106 eV

Last column: natural (NBO) charge in e.
Cartesian coordinates (Å):
C -0.72133 0.63600 -0.34915  0.03
C -1.78135 1.43181 -0.70149  -0.26
C -2.15771 2.46738 0.15571  -0.17
C -1.39883 2.61975 1.31637  -0.26
C -0.35964 1.72780 1.58058  0.04
C 0.02985 -2.18837 0.26610  0.03
C 0.21472 -2.09222 -1.08999  -0.29
C 1.45629 -1.65481 -1.58441  -0.18
C 2.39533 -1.28483 -0.64512  -0.26
C 2.15180 -1.52554 0.68844  0.05
H -0.44054 -0.17796 -1.02209  0.20
H -2.34518 1.21989 -1.57979  0.21
H -2.91909 3.15830 -0.10918  0.21
H -1.62304 3.45686 1.97597  0.22
H 0.20585 1.78713 2.48966  0.19
H -0.92278 -2.47857 0.64332  0.19
H -0.64559 -2.23481 -1.80733  0.22
H 1.55448 -1.46924 -2.66931  0.22
H 3.38884 -0.92859 -0.92771  0.22
H 2.98061 -1.28166 1.38815  0.19
N -0.06172 0.72955 0.79132  -0.42
N 0.99901 -1.91786 1.18995  -0.39

Run x
ORCA calculation (ωB97M-V with the def2-TZVPD basis set) on the molecule C10H10N2.

Computed properties:
Total charge = 0
Frontier orbital gap (spin up / spin down) = 0.2814 / 0.2671 Ha
Highest occupied orbital energy (spin up / spin down) = -8.397 / -7.412 eV

Last column: natural (NBO) charge in e.
Cartesian coordinates (Å):
C -2.59581 0.43165 0.45342  0.21
C 0.25206 -1.89912 0.33570  -0.19
C -0.68167 -0.94907 0.51512  -0.02
C 2.19358 -0.07696 0.07614  -0.39
C 0.71577 2.27154 -0.28962  -0.47
C 1.38087 -1.08160 0.90155  -0.22
C 0.28463 0.03067 1.17644  -0.22
C 0.03398 1.28122 -1.05088  -0.10
C -1.91878 -0.56687 -0.10388  0.05
C 0.93235 0.82372 0.09443  -0.12
N -3.21851 1.21993 1.05153  -0.29
N -2.43367 -1.33773 -1.12322  -0.75
H 0.24136 -2.98407 0.13878  0.21
H 3.04821 0.38673 0.69267  0.22
H 2.61974 -0.38913 -0.85089  0.21
H 1.47836 2.92732 -0.88066  0.23
H 0.18343 3.07700 0.46636  0.24
H 1.84842 -1.68574 1.65204  0.21
H -0.04161 0.45113 2.04890  0.23
H 0.15074 0.95207 -2.07739  0.19
H -2.84328 -0.87691 -1.89111  0.39
H -1.63017 -2.00577 -1.33544  0.39

Run y
ORCA calculation (ωB97M-V with the def2-TZVPD basis set) on the molecule C10H10N2.

Computed properties:
Total charge = 0
Frontier orbital gap = 0.1934 Ha
Highest occupied orbital energy = -5.721 eV

Last column: natural (NBO) charge in e.
Cartesian coordinates (Å):
C 0.88269 1.25028 -1.49263  -0.12
C 2.22669 1.16248 -1.75765  -0.19
C 2.99994 0.09842 -1.21595  -0.31
C 2.29072 -0.84598 -0.48924  -0.22
C 0.97569 -0.51605 -0.17385  -0.07
C -2.25513 -0.75550 -0.12671  0.07
C -2.47637 -1.30786 1.18192  -0.43
C -1.83647 -0.67711 2.26675  -0.09
C -0.90426 0.24458 2.00035  -0.35
C -0.72379 0.60552 0.68439  0.11
H 0.38565 2.10072 -1.84754  0.20
H 2.44385 2.15808 -2.26925  0.24
H 4.03378 0.27423 -1.31664  0.22
H 2.87278 -1.41523 0.22836  0.23
H 0.45839 -1.25209 0.38449  0.20
H -3.04514 -0.97678 -0.98212  0.21
H -3.06857 -2.22023 1.04308  0.24
H -2.09209 -0.88164 3.26658  0.21
H -0.31729 0.71464 2.71501  0.23
H -0.10464 1.45048 0.52447  0.19
N 0.13325 0.44881 -0.56454  -0.19
N -1.36825 0.19336 -0.43699  -0.38

Last place for stability: run y